Molecular formula: C23H68N16O13Zn
Method: DFT, ωB97M-V/def2-TZVPD

XYZ file:
```
121
Properties=species:S:1:pos:R:3:forces:R:3
Zn 1.3702 0.6354 -2.1843 -0.5 0.3 1.1
C -0.3498 -0.0893 -0.4056 0.7 1.1 0.9
O 0.8924 -0.3789 -0.2699 1.3 -0.9 0.6
O -0.5489 0.5594 -1.5035 -1.9 0.2 -1.1
O -1.1916 -0.2552 0.5202 0.0 -0.3 -1.1
C -4.5956 0.5998 -0.5375 0.1 -1.0 1.3
O -5.7895 0.7812 -0.7447 0.7 0.2 0.3
N -3.7213 0.1779 -1.4846 -0.7 0.3 -0.6
N -3.9628 0.6362 0.6963 -1.1 0.8 0.5
H -4.1498 0.2148 -2.3969 0.8 -0.1 -0.2
H -2.7453 0.1805 -1.2316 0.2 -0.1 -0.7
H -4.5341 0.6477 1.5245 -0.1 0.1 -0.2
H -2.9810 0.4503 0.8459 -0.1 -0.3 -0.5
C 4.8635 -0.0089 1.0570 1.6 -0.6 0.3
O 6.0448 0.2473 0.7832 -0.8 0.3 0.0
N 4.4552 -0.5618 2.2116 0.0 0.3 0.6
N 3.8615 0.1485 0.1536 0.9 0.2 1.4
H 5.1430 -0.7433 2.9202 0.1 0.0 -0.1
H 3.4925 -0.9075 2.3346 0.3 -0.2 0.0
H 4.1572 0.5358 -0.7208 -0.5 0.5 2.1
H 2.9805 -0.2452 0.4389 -0.6 0.4 -0.9
C 0.0451 1.6945 -4.6713 -0.5 -0.5 1.0
O 1.1081 1.4852 -4.0534 0.2 0.6 -0.6
N 0.0064 2.2355 -5.9008 0.5 0.2 -0.5
N -1.1441 1.3525 -4.1384 -0.1 0.2 -0.3
H 0.8562 2.5540 -6.3310 0.0 -0.1 0.1
H -0.8459 2.3186 -6.4228 0.0 0.0 0.1
H -1.9755 1.6785 -4.6003 -0.1 0.0 0.2
H -1.1856 1.0939 -3.1545 0.0 -0.1 0.1
C 0.1767 2.2639 2.9302 0.3 0.7 0.9
O 0.3123 3.2030 3.7213 -0.4 -0.5 -0.5
N 1.2311 1.7026 2.2965 0.4 -0.3 -0.5
N -0.9889 1.6506 2.6275 -1.0 0.1 0.3
H 1.0486 0.9550 1.6457 0.5 0.0 -0.2
H 2.1427 2.1026 2.4269 0.0 -0.1 -0.1
H -1.0665 0.8824 1.9680 0.2 0.2 0.1
H -1.8094 1.9105 3.1473 0.1 0.1 0.0
C 1.2877 -3.8548 -0.1205 -0.7 -1.4 -0.9
O 1.5243 -5.0329 -0.3875 0.2 0.6 0.2
N 2.1394 -2.8279 -0.3486 0.5 0.1 -0.8
N 0.1046 -3.4622 0.4215 -0.7 0.2 0.3
H 3.0124 -3.0689 -0.7820 0.0 0.0 0.1
H 1.7611 -1.8752 -0.3541 0.2 -0.2 -0.2
H -0.6452 -4.1262 0.5031 0.2 -0.2 0.0
H -0.1320 -2.4930 0.5762 0.0 0.1 -0.1
C 1.8879 3.5137 -0.8248 -0.4 0.1 0.7
O 1.6015 2.4020 -1.2981 0.4 0.9 0.2
N 0.9332 4.3398 -0.3356 0.4 -1.1 -0.8
N 3.1475 3.9823 -0.7078 0.4 0.4 -0.2
H 0.0295 3.8644 -0.2168 -0.2 0.9 0.5
H 1.2208 5.1328 0.2055 -0.4 0.0 0.3
H 3.9766 3.4739 -0.9474 -0.2 -0.2 -0.1
H 3.2669 4.9257 -0.3878 0.2 0.0 0.1
C -3.6932 4.5835 -0.7211 -0.5 0.3 -1.1
C -2.5476 3.8111 -1.4183 -0.3 -0.5 1.0
C -1.6688 4.6351 -2.3351 0.0 -0.4 -0.4
O -2.3731 4.9247 -3.5360 0.0 0.3 0.1
C -1.5575 5.3445 -4.6042 -0.3 0.5 -0.4
N -1.7448 3.1997 -0.3286 -0.1 0.3 -0.2
H -3.5588 5.6653 -0.7778 0.2 0.0 0.2
H -3.8975 4.3049 0.3109 0.4 -0.2 0.0
H -4.6267 4.3933 -1.2556 0.0 0.0 0.0
H -3.0027 2.9881 -1.9794 0.0 0.2 -0.4
H -0.7866 4.0444 -2.6108 0.2 0.0 0.2
H -1.3465 5.5476 -1.8251 0.1 0.1 -0.1
H -1.0586 4.5165 -5.1145 0.1 -0.1 0.2
H -0.8100 6.1116 -4.3786 0.1 -0.2 0.6
H -2.1873 5.8560 -5.3339 -0.3 -0.3 0.0
H -2.4616 2.6951 0.1828 0.4 -0.1 0.6
H -1.1085 2.4770 -0.6609 -0.3 -0.2 -0.4
C 3.1113 -3.7498 3.4498 0.4 -1.9 1.1
C 1.7997 -2.9620 3.3730 2.5 -0.7 0.5
C 1.5305 -2.2709 4.7217 -1.1 0.8 -2.1
O 0.3914 -1.4501 4.3967 -0.1 -0.5 1.1
C -0.0764 -0.5899 5.4297 1.4 0.6 -0.1
N 2.0328 -1.9929 2.2820 -2.0 0.2 1.5
H 4.0475 -3.2485 3.2106 -0.4 0.5 -0.3
H 3.0877 -4.6861 2.8838 -0.1 0.3 -0.6
H 3.3117 -4.1874 4.4383 -0.3 0.3 0.3
H 1.0140 -3.6744 3.1103 -0.3 0.2 0.2
H 2.3742 -1.6055 4.9259 0.1 -0.1 0.5
H 1.2796 -2.9688 5.5188 0.3 -0.1 0.1
H -0.7170 0.1128 4.9032 -0.2 0.1 0.5
H 0.8060 -0.0812 5.8374 -0.1 0.5 -0.1
H -0.5209 -1.0335 6.3249 -0.5 -0.6 -0.5
H 1.8636 -2.5420 1.4435 0.4 0.7 0.5
H 1.2113 -1.3989 2.4309 0.1 0.4 -0.8
C -2.9078 -3.3618 4.4565 0.6 0.1 0.9
C -2.5759 -2.9135 3.0647 -1.0 -0.2 -0.9
C -3.8728 -3.0562 2.2506 0.9 -0.8 -0.4
O -4.2867 -4.4232 2.1847 -0.1 0.7 0.4
C -5.6747 -4.5081 1.8847 1.2 -1.4 0.0
N -2.1929 -1.5125 3.0169 0.3 0.1 0.8
H -2.0201 -3.4099 5.0956 0.1 0.0 -0.1
H -3.3536 -4.3544 4.4350 -0.1 0.1 0.1
H -3.5680 -2.6309 4.9299 -0.2 -0.1 -0.1
H -1.7808 -3.5557 2.6631 -0.1 -0.2 -0.2
H -3.6985 -2.7462 1.2141 -0.2 0.6 0.1
H -4.6240 -2.4521 2.7648 -0.1 0.2 -0.2
H -6.2462 -3.9791 2.6476 -0.3 0.2 -0.4
H -5.8599 -5.5829 1.9526 -0.4 0.1 0.1
H -5.8287 -4.2467 0.8345 -0.5 0.6 0.2
H -1.3462 -1.4764 3.5814 -0.2 0.4 -0.2
H -1.9116 -1.2056 2.0933 -0.1 -0.3 -0.1
C 4.9098 -0.7246 -4.0411 0.1 -1.0 1.7
C 3.4883 -0.3803 -3.5817 0.6 0.0 -1.8
C 2.5347 -1.5888 -3.6145 0.5 1.0 -0.3
O 1.2331 -1.1223 -3.2193 1.1 -1.6 -0.5
C 0.1969 -1.9633 -3.6812 -1.7 -0.1 0.2
N 3.4642 0.2587 -2.2718 0.4 -0.9 -1.7
H 4.9965 -0.9962 -5.0889 0.1 0.2 0.0
H 5.2534 -1.5593 -3.4145 0.0 -0.4 -0.4
H 5.6200 0.0303 -3.6981 -0.1 0.5 -0.7
H 3.1506 0.3369 -4.3320 -0.5 0.1 0.3
H 2.8877 -2.4106 -2.9884 -0.2 0.0 0.3
H 2.5393 -1.9476 -4.6461 -0.3 0.0 0.0
H -0.7162 -1.7652 -3.1153 0.2 0.5 0.1
H 0.3045 -3.0376 -3.5167 0.9 0.1 -0.1
H -0.0439 -1.7454 -4.7237 0.3 -0.1 -0.1
H 3.9676 -0.3721 -1.6433 -0.9 -0.9 -0.7
H 4.1260 1.0319 -2.2804 -0.4 0.6 -0.5
```
Forces are in eV/Å.

E_HOMO   -8.639 eV
E   -123837.8170 eV
Multiplicity   1

***

Molecular formula: C3H10OS
Method: DFT, ωB97M-V/def2-TZVPD

XYZ file:
```
15
Properties=species:S:1:pos:R:3:forces:R:3
C 1.9464 0.9052 1.0409 -1.1 -0.5 0.2
C 0.6514 0.4983 0.2426 1.4 0.3 0.8
S 0.9137 0.9815 -1.4710 -0.8 -1.2 -0.7
C -0.0079 -0.4421 -2.2253 0.1 0.3 -0.8
H 1.9503 0.3889 2.0016 -0.1 0.0 0.1
H 2.9289 0.6629 0.5727 -1.0 0.5 -0.1
H 1.7563 1.9490 1.2743 0.9 0.3 -0.1
H 0.4993 -0.5650 0.2990 0.0 -0.5 -0.2
H -0.2389 0.9674 0.6963 0.4 0.0 -0.3
H -0.9747 -0.5482 -1.7288 0.2 -0.1 0.0
H 0.5272 -1.4046 -2.2978 0.1 0.5 0.7
H -0.2181 -0.2318 -3.2795 0.0 0.4 0.2
H -3.1330 -0.2943 1.4820 0.2 -0.1 0.0
H -3.7172 -1.6467 1.8050 0.0 -0.2 0.0
O -2.8837 -1.2204 1.5879 -0.1 0.3 0.0
```
Forces are in eV/Å.

E_HOMO   -8.398 eV
E   -16155.4190 eV
Multiplicity   1
SMILES   CCSC.O

***

Molecular formula: C5H5Cl2N3O2S
Method: DFT, ωB97M-V/def2-TZVPD

XYZ file:
```
18
Properties=species:S:1:pos:R:3:forces:R:3
C -0.7099 -0.2358 1.5002 1.4 -0.9 -1.2
C 0.6195 1.2854 0.1871 1.3 0.7 -0.1
C -0.7164 1.0541 0.7692 -0.5 2.5 0.7
C 0.9829 -1.1311 0.0247 -1.4 0.3 0.7
C 0.2709 -1.5754 -1.2298 -0.8 -2.2 -0.7
N 0.0535 -1.1947 1.2115 0.8 -0.5 -0.7
N 1.5719 0.2008 -0.0347 -2.0 0.6 0.3
N -1.8065 1.1664 -0.3878 2.0 2.3 1.4
O -2.1870 2.2754 -0.6862 -0.3 -0.2 0.4
O -1.9273 0.1741 -0.9850 -1.7 -2.7 -2.0
S 3.1575 0.4301 -0.2439 0.9 0.1 -0.2
Cl -1.6549 -0.3491 2.8918 -0.9 0.1 0.9
Cl 1.3094 2.8652 0.2882 -0.7 -0.7 -0.1
H -1.0489 1.9419 1.3894 0.7 -1.1 -0.4
H 1.8035 -1.8080 0.0851 0.6 -0.4 1.1
H 0.5693 -0.9937 -2.0519 0.6 1.0 -1.1
H -0.8076 -1.4562 -1.1617 0.3 -0.4 0.0
H 0.5202 -2.6494 -1.5664 -0.4 1.5 1.0
```
Forces are in eV/Å.

E_HOMO (spin up / spin down)   -7.675 / -9.491 eV
E   -49704.7873 eV
Multiplicity   3

***

In the order shown, the computed energy above the lowest of the compared OMol25 structures with the same formula, charge and spin values come out to 0.0 43.1 0.0 kJ/mol.